No. 1
A molecular structure, C22H37Cl5O4PdSe2Si. Source: the OMol25 dataset; level of theory: ωB97M-V/def2-TZVPD.

The value obtained for the total energy is -236272.0707 eV. The value obtained for the molar mass is 835.22 g/mol. The frontier orbital gap is 7.3 eV. The energy above the lowest of the compared OMol25 structures with the same formula, charge and spin comes out at 0.0 kJ/mol. The value obtained for the HOMO energy is -8.23 eV.

Last column: Mulliken charge in e.
Geometry (Å):
Pd -0.92640 1.35971 0.02509  0.16
C 4.23914 3.08277 -1.46159  -1.15
Se 3.13402 1.67666 -0.67826  0.24
C 2.33581 2.78208 0.70927  -0.84
C 1.37978 3.84023 0.19856  -0.80
Se 0.13505 3.12005 -1.13270  0.08
C -0.94115 4.73910 -1.24046  -1.12
H 4.79977 3.60075 -0.68527  0.31
H 3.64280 3.79481 -2.02960  0.27
H 4.94460 2.60575 -2.13854  0.35
H 3.14642 3.26605 1.25688  0.64
H 1.82761 2.07526 1.35969  -0.07
H 1.89018 4.66146 -0.30811  0.47
H 0.77942 4.25032 1.01199  0.50
H -0.23930 5.57028 -1.27712  0.46
H -1.61026 4.85556 -0.39309  0.31
H -1.50499 4.69703 -2.16886  0.34
Cl -1.21715 2.82815 2.80604  -0.14
C -2.48673 3.13834 1.67079  1.35
C -2.43144 2.53531 0.41541  -2.10
C -3.46533 2.80943 -0.46760  1.13
Cl -3.38271 2.07448 -2.02240  -0.19
C -4.52116 3.65262 -0.14327  0.06
Cl -5.77484 3.96214 -1.27701  -0.19
C -4.54896 4.25138 1.11630  0.57
Cl -5.84566 5.29731 1.54132  -0.18
C -3.53054 3.99273 2.02803  -0.09
Cl -3.55829 4.72613 3.58335  -0.20
C -0.48800 -2.16816 3.61477  -1.91
C -1.01777 -2.07330 2.18887  1.98
C -1.98833 -3.21046 1.88903  -1.76
C -1.72572 -0.72521 1.99957  -1.20
O 0.10370 -2.24371 1.32001  0.14
Si 0.56882 -1.26928 0.07381  -1.93
O 0.79696 0.25400 0.48585  0.86
O -0.70542 -1.22980 -0.99606  1.11
C -0.94927 -1.92045 -2.22223  1.64
C -0.58938 -3.39783 -2.10532  -1.44
C -0.13860 -1.24528 -3.32295  -1.51
C -2.44474 -1.77030 -2.48557  -1.55
O 1.83056 -1.99981 -0.65826  -0.05
C 2.94452 -2.69226 -0.08163  1.70
C 3.43907 -1.94605 1.15287  -1.10
C 4.01863 -2.70632 -1.16233  -1.64
C 2.52388 -4.11314 0.27527  -1.53
H -1.29788 -2.08641 4.34155  0.46
H 0.23053 -1.36837 3.79909  0.33
H 0.01552 -3.12436 3.75990  0.37
H -2.84687 -3.18382 2.56235  0.45
H -1.48203 -4.16915 2.00512  0.37
H -2.34809 -3.13225 0.86202  0.21
H -2.58633 -0.65632 2.66684  0.60
H -2.10335 -0.63259 0.97215  -0.16
H -1.04404 0.09321 2.24967  0.09
H 0.48327 -3.52912 -1.98147  0.18
H -0.90601 -3.92717 -3.00560  0.55
H -1.09726 -3.84400 -1.24867  0.22
H 0.92849 -1.34659 -3.12166  0.16
H -0.38713 -0.18253 -3.36797  0.21
H -0.35646 -1.69304 -4.29461  0.50
H -3.01421 -2.21265 -1.66620  0.31
H -2.73088 -2.26672 -3.41375  0.46
H -2.70758 -0.71420 -2.55700  0.10
H 3.68374 -0.91350 0.89921  0.11
H 4.32952 -2.42892 1.55931  0.54
H 2.67234 -1.94311 1.92978  0.05
H 4.28513 -1.68476 -1.43617  0.24
H 3.64670 -3.21794 -2.05114  0.33
H 4.91482 -3.22088 -0.81253  0.43
H 1.70891 -4.09989 0.99747  0.06
H 3.36814 -4.65604 0.70421  0.52
H 2.19241 -4.64744 -0.61644  0.34

***

No. 2
A molecular structure, C35H28AsI2N2O4PPd. Source: the OMol25 dataset; level of theory: ωB97M-V/def2-TZVPD.

The value obtained for the total energy is -137727.5610 eV. Its net charge is -2. The value obtained for the molar mass is 1006.74 g/mol. The frontier orbital gap is 4.9 eV. The energy above the lowest of the compared OMol25 structures with the same formula, charge and spin comes out at 18.6 kJ/mol. The value obtained for the HOMO energy is -1.62 eV.

Last column: Mulliken charge in e.
Geometry (Å):
Pd 0.02435 2.64342 -0.47179  -0.90
I 0.26716 5.53499 -5.06094  -0.01
C 1.36740 5.83975 -3.31417  -0.57
C 2.41341 6.75891 -3.31794  -0.40
C 3.17307 6.98281 -2.19628  -0.32
I 4.73545 8.37806 -2.31461  -0.04
C 2.90012 6.28156 -0.99452  1.39
C 3.61578 6.42444 0.21422  -0.68
C 3.25602 5.69425 1.31370  -0.62
C 2.16672 4.81286 1.21902  -0.57
N 1.48483 4.65863 0.11178  -0.41
C 1.82584 5.35509 -0.98731  -0.09
C 1.00585 5.07239 -2.18163  0.87
O 0.08944 4.22166 -2.15999  -0.70
H 2.62983 7.29994 -4.22994  0.29
H 4.45025 7.11291 0.25843  0.14
H 3.79665 5.79048 2.24701  0.37
H 1.84591 4.21984 2.06986  0.49
O -4.62630 -1.62190 1.58062  -0.65
N -4.75599 -0.55505 2.22742  0.92
O -5.46988 -0.52890 3.24495  -0.69
O -4.17526 0.47622 1.83183  -0.62
C -1.26521 -0.45747 0.18100  -0.83
C -1.35620 -1.78574 0.95088  -0.64
As -0.66936 -3.44461 0.09241  0.24
C -2.26069 -4.59530 0.16217  0.14
C -2.05065 -5.96967 0.06694  -0.68
C -3.11426 -6.86201 0.10263  -0.53
C -4.40933 -6.38480 0.24953  -0.37
C -4.62963 -5.01839 0.35568  -0.74
C -3.56459 -4.12824 0.30782  -0.30
C -0.75310 -2.94861 -1.80090  -0.33
C -1.88990 -3.04840 -2.59668  0.17
C -1.86440 -2.62234 -3.91828  -0.66
C -0.70509 -2.08450 -4.45882  -0.47
C 0.43538 -1.98769 -3.67484  -0.64
C 0.41195 -2.42727 -2.35885  0.17
P 0.09703 0.75007 0.51053  1.18
C 1.61273 -0.25886 0.16396  0.28
C 2.40404 0.12938 -0.91576  -0.72
C 3.52406 -0.60496 -1.28562  -0.56
C 3.87313 -1.74516 -0.57517  -0.46
C 3.10311 -2.13762 0.51270  -0.69
C 1.98891 -1.39610 0.88053  0.08
C 0.15434 0.74031 2.35430  0.21
C -1.02377 0.70029 3.11029  -0.46
C -0.97576 0.79334 4.49457  -0.56
C 0.23751 0.93581 5.15363  -0.50
C 1.41045 0.98899 4.41465  -0.69
C 1.36606 0.89004 3.03158  -0.32
H -2.17742 0.11680 0.37338  0.51
H -1.25492 -0.60088 -0.90140  0.48
H -2.40173 -1.96348 1.20399  0.24
H -0.82654 -1.72189 1.90294  0.36
H -1.03778 -6.34597 -0.03367  0.33
H -2.93030 -7.92765 0.02689  0.36
H -5.24325 -7.07591 0.29074  0.35
H -5.63210 -4.63079 0.48761  0.43
H -3.77330 -3.07303 0.40763  0.58
H -2.80894 -3.44421 -2.18329  0.38
H -2.76250 -2.69153 -4.52051  0.37
H -0.69506 -1.72870 -5.48180  0.35
H 1.34250 -1.55492 -4.07882  0.40
H 1.30728 -2.34646 -1.75519  0.34
H 2.11387 1.02463 -1.45708  0.34
H 4.12376 -0.28506 -2.12993  0.41
H 4.74209 -2.32499 -0.86445  0.34
H 3.36465 -3.02784 1.07241  0.35
H 1.41299 -1.70148 1.74440  0.45
H -1.99265 0.62343 2.62447  0.42
H -1.90288 0.75604 5.05355  0.48
H 0.26932 1.00728 6.23479  0.35
H 2.36500 1.10649 4.91590  0.38
H 2.29049 0.93731 2.46686  0.46